C4H6OS | ωB97M-V with the def2-TZVPD basis set

XYZ file:
```
12
Properties=species:S:1:pos:R:3:forces:R:3:nbo_charge:R:1
C 0.92287 -0.59032 0.09431 -0.4 -0.5 1.7 0.28
C 1.66901 -1.23023 -0.71477 -0.1 2.2 -1.4 -0.53
C 0.26381 0.35432 0.93873 -0.6 2.3 -1.0 -0.55
C -1.13788 0.44208 0.25619 -0.1 -0.1 1.5 -0.07
O -0.95485 1.13846 -0.91464 0.2 0.7 -1.6 -0.73
S -1.79476 -1.21090 0.12430 0.4 -0.2 0.1 -0.07
H 1.75916 -2.25883 -0.60378 0.4 -1.8 -0.4 0.25
H 1.99167 -0.62775 -1.58815 0.5 -0.7 0.3 0.24
H 0.15076 0.00829 2.00474 0.3 0.6 -1.1 0.27
H 0.71058 1.46119 0.75282 -0.5 -2.3 1.1 0.24
H -1.78493 1.02368 0.89032 -0.4 0.1 0.6 0.19
H -1.79542 1.49000 -1.24008 0.2 -0.3 0.1 0.48
```
Forces are in eV/Å.

Calculated values
Highest occupied orbital energy (spin up / spin down) in eV: -7.604 / -8.772
HOMO-LUMO gap (spin up / spin down) in eV: 5.96 / 8.81
Relative energy (zero: lowest compared OMol25 entry of this formula, charge and spin) in eV: 4.974
Charge: 0
Electronic energy in eV: -17123.15625